# 1
Computed, not measured: a single C4H2N2S molecule in a non-equilibrium geometry, with ωB97M-V with the def2-TZVPD basis set.

```
9
Properties=species:S:1:pos:R:3
C 0.20463 -0.90334 -1.72957
C -1.39614 -0.24987 0.89250
C 1.20964 0.70907 0.04064
C 0.57204 -0.09880 -0.72024
N -0.11215 -1.60930 -2.59181
N -0.87549 0.50007 1.69365
S 0.52046 1.27813 1.67461
H -2.29590 -0.80036 0.78531
H 2.17291 1.17441 -0.04509
```

The multiplicity is 1. For the strongest force on any atom, the calculation gives 3.31 eV Å⁻¹. Its lowest unoccupied orbital energy is -0.028 hartree. For the orbital gap, the calculation gives 7.96 eV. Its electronic energy is -17990.805 eV. Its relative energy (zero: lowest compared OMol25 entry of this formula, charge and spin) is 92.92 kcal/mol.

***

# 2
Computed, not measured: a 2-piece molecular cluster, C4H2N2S overall in a non-equilibrium geometry, with ωB97M-V with the def2-TZVPD basis set.

```
9
Properties=species:S:1:pos:R:3
C 1.30114 1.18949 -0.95759
C -1.12661 -1.14225 0.85406
C 1.06997 -0.10990 -0.58310
C -0.97264 0.09489 0.34784
N 1.52119 2.31331 -0.89815
N -1.22100 -2.23568 1.17462
S 1.68157 -1.55138 -0.54306
H -1.54437 0.42418 -0.42442
H -0.70927 1.01733 1.02981
```

The multiplicity is 1. For the strongest force on any atom, the calculation gives 6.61 eV Å⁻¹. Its lowest unoccupied orbital energy (spin up / spin down) is -0.074 / -0.074 hartree. For the orbital gap (spin up / spin down), the calculation gives 7.33 / 7.33 eV. Its electronic energy is -17991.475 eV. Its relative energy (zero: lowest compared OMol25 entry of this formula, charge and spin) is 77.47 kcal/mol.

***

# 3
Computed, not measured: a 3-piece molecular cluster, C4H2N3O5 overall in a non-equilibrium geometry, with ωB97M-V with the def2-TZVPD basis set.

```
14
Properties=species:S:1:pos:R:3
C -2.78096 0.95765 0.86501
C 1.55773 0.99671 -4.23135
C 0.11644 -1.93687 2.95898
C -1.72511 0.23962 0.76655
N -0.82528 -1.21246 2.92424
N 1.34221 1.70955 -3.28392
N -0.57528 0.00625 0.15268
O -3.80026 1.43877 1.16245
O 1.81037 0.51356 -5.27628
O 0.98867 -2.57218 3.39570
O 0.04250 -1.04522 0.13452
O -0.01588 1.04119 -0.43685
H -1.35954 -0.67113 2.07884
H 1.13799 1.55281 -2.32365
```

The multiplicity is 1. For the strongest force on any atom, the calculation gives 5.36 eV Å⁻¹. Its lowest unoccupied orbital energy is 0.113 hartree. For the orbital gap, the calculation gives 8.43 eV. Its electronic energy is -18885.626 eV. Its net charge is -1.

***

# 4
Computed, not measured: a single C4H2N4 molecule in a non-equilibrium geometry, with ωB97M-V with the def2-TZVPD basis set.

```
10
Properties=species:S:1:pos:R:3
C 1.42691 1.62973 -0.86870
C 0.60594 0.51380 -0.30352
C -1.51890 -0.32340 -0.29012
C 0.00566 -1.09266 1.04678
H -2.45865 -0.51657 -0.92745
H 0.52298 -1.62437 1.98736
N 2.30399 2.39236 -1.10944
N -0.74041 0.65379 -0.61741
N -1.16407 -1.35418 0.50409
N 1.01655 -0.27850 0.57841
```

The multiplicity is 1. For the strongest force on any atom, the calculation gives 5.76 eV Å⁻¹. Its lowest unoccupied orbital energy is -0.034 hartree. For the orbital gap, the calculation gives 10.07 eV. Its electronic energy is -10138.563 eV. Its relative energy (zero: lowest compared OMol25 entry of this formula, charge and spin) is 29.20 kcal/mol.